Below is a 2-piece molecular cluster, C7H12N3S overall in a non-equilibrium geometry, with properties calculated with ωB97M-V/def2-TZVPD.

Each line ends with the natural charge from an NBO analysis.
Cartesian coordinates (Å):
C (2.62, -0.39, 0.56)  -0.0981
C (1.72, -1.30, 0.16)  -0.1894
C (0.56, 0.57, -0.70)  0.3182
C (-1.15, -1.32, -0.80)  -0.4643
C (-0.22, -2.55, -0.90)  -0.5399
C (-0.46, -0.13, -0.29)  -0.1655
C (1.72, 2.68, -0.87)  -0.4379
N (2.53, 0.92, 0.31)  -0.2359
N (1.46, 1.37, -0.35)  -0.1364
N (-0.99, -0.03, 4.03)  -1.0810
S (0.89, -2.62, 0.54)  0.6080
H (3.62, -0.80, 0.73)  0.2693
H (-1.55, -1.08, -1.78)  0.2758
H (-2.02, -1.50, -0.07)  0.2449
H (-0.82, -3.46, -0.83)  0.2575
H (0.30, -2.46, -1.92)  0.2654
H (-1.08, 0.27, 0.47)  0.2634
H (1.00, 3.42, -0.43)  0.2399
H (2.84, 2.98, -0.66)  0.2760
H (1.63, 2.85, -1.91)  0.2455
H (-1.10, -0.91, 4.46)  0.3533
H (-1.88, 0.40, 4.39)  0.3721
H (-0.18, 0.30, 4.41)  0.3590

HOMO energy: -12.78 eV
Gap between HOMO and LUMO: 8.002 eV
Relative energy (zero: lowest compared OMol25 entry of this formula, charge and spin): 145.77 kcal/mol
E_tot: -22746.4113 eV
Max |F|: 0.081 hartree/bohr
Net charge: +1

Below is C7H12N3Sn as an isolated structure in a non-equilibrium geometry, with properties calculated with ωB97M-V/def2-TZVPD.

Each line ends with the natural charge from an NBO analysis.
Cartesian coordinates (Å):
C (-1.32, -3.01, -2.50)  -0.8662
Sn (-0.78, -0.71, -0.62)  0.2530
N (-3.00, -0.28, -0.50)  -1.1787
H (0.75, -1.01, -0.73)  -0.3276
H (-1.07, -2.79, -1.45)  0.2135
H (-0.65, -3.77, -2.93)  0.1997
H (-1.24, -2.10, -3.11)  0.2297
H (-2.32, -3.61, -2.43)  0.1979
H (-3.22, 0.72, -0.66)  0.3706
H (-3.44, -0.52, 0.40)  0.3723
H (-3.54, -0.80, -1.21)  0.3785
N (1.71, 2.07, 4.77)  -0.4278
C (1.63, 1.84, 3.65)  0.3169
C (1.53, 1.55, 2.25)  -0.2930
C (2.48, 2.12, 1.39)  -0.3315
C (2.43, 1.86, 0.04)  -0.2140
C (1.45, 1.05, -0.44)  -0.0927
N (0.50, 0.52, 0.38)  -0.6841
C (0.51, 0.74, 1.72)  0.0819
H (3.27, 2.77, 1.76)  0.1973
H (3.13, 2.27, -0.66)  0.1970
H (1.44, 0.78, -1.48)  0.2041
H (-0.25, 0.30, 2.35)  0.2033

HOMO energy (alpha / beta): -2.09 / -1.40 eV
Gap between HOMO and LUMO (alpha / beta): 5.400 / 4.759 eV
Relative energy (zero: lowest compared OMol25 entry of this formula, charge and spin): 37.23 kcal/mol
E_tot: -17749.7043 eV
Max |F|: 0.097 hartree/bohr
Net charge: -1

Below is an isolated ion of composition C7H12N5 and charge +1 in a non-equilibrium geometry, with properties calculated with ωB97M-V/def2-TZVPD.

Each line ends with the natural charge from an NBO analysis.
Cartesian coordinates (Å):
C (-2.47, 0.33, 0.34)  0.2263
C (-0.59, -1.15, 0.99)  0.1323
C (-0.99, -1.61, -1.19)  0.3199
C (-1.08, 0.31, 0.65)  -0.4212
C (-0.18, 0.48, -0.48)  0.6209
C (0.35, 2.99, 0.02)  -0.3799
C (1.79, -1.76, 0.35)  -0.4594
N (-3.58, 0.18, 0.14)  -0.1949
N (-1.04, -2.01, -0.02)  -0.4333
N (-0.31, -0.36, -1.52)  -0.6199
N (0.44, 1.63, -0.71)  -0.5449
N (0.86, -0.76, 0.81)  -0.5949
H (-0.81, -1.58, 2.03)  0.2426
H (-1.37, -2.19, -2.04)  0.2349
H (-0.80, 0.88, 1.54)  0.2831
H (1.41, 3.53, 0.01)  0.2523
H (-0.46, 3.56, -0.26)  0.2290
H (0.19, 2.55, 0.97)  0.1991
H (2.67, -1.40, -0.23)  0.2242
H (2.35, -2.32, 1.16)  0.2233
H (1.20, -2.56, -0.15)  0.2283
H (0.01, -0.06, -2.36)  0.4225
H (1.08, 1.56, -1.58)  0.4070
H (1.33, -0.27, 1.53)  0.4028

HOMO energy: -13.71 eV
Structure (SMILES): CN[C@@H]1N=CN/C(=[NH+]/C)[C@H]1C#N
Gap between HOMO and LUMO: 10.003 eV
Relative energy (zero: lowest compared OMol25 entry of this formula, charge and spin): 52.24 kcal/mol
E_tot: -14894.7221 eV
Max |F|: 0.097 hartree/bohr
Net charge: +1

Below is an isolated ion of composition C7H12NO3 and charge +1 in a non-equilibrium geometry, with properties calculated with ωB97M-V/def2-TZVPD.

Each line ends with the natural charge from an NBO analysis.
Cartesian coordinates (Å):
C (0.47, 2.23, -0.28)  -0.1558
C (0.20, -0.07, -1.14)  -0.2684
C (-0.16, 1.30, 0.76)  -0.0495
C (-1.27, 0.32, 0.68)  0.0335
C (1.80, -0.01, 0.48)  0.5296
C (-0.35, -0.92, 0.04)  0.2667
C (-1.19, -2.12, -0.27)  -0.6458
N (0.93, 0.85, -0.19)  -0.2684
O (0.80, -1.19, 0.81)  -0.5238
O (-2.37, 0.74, -0.05)  -0.6915
O (2.67, -0.57, -0.36)  -0.6934
H (0.06, 2.44, -1.18)  0.2359
H (1.06, 3.19, 0.10)  0.2770
H (1.00, -0.67, -1.77)  0.2856
H (-0.43, 0.52, -1.74)  0.2447
H (0.24, 1.52, 1.74)  0.2526
H (-1.57, 0.00, 1.65)  0.2122
H (2.16, 0.34, 1.42)  0.2038
H (-0.75, -2.90, 0.36)  0.2539
H (-1.12, -2.41, -1.37)  0.2425
H (-2.23, -1.85, 0.05)  0.2317
H (-3.15, 0.58, 0.39)  0.4962
H (3.19, -1.32, -0.10)  0.5307

HOMO energy: -13.73 eV
Structure (SMILES): C[C@@]12C[N@+]3(C[C@H]3[C@H]1O)[C@H](O)O2
Gap between HOMO and LUMO: 11.047 eV
Relative energy (zero: lowest compared OMol25 entry of this formula, charge and spin): 65.82 kcal/mol
E_tot: -15075.7883 eV
Max |F|: 0.104 hartree/bohr
Net charge: +1

Below is a 2-piece molecular cluster, C7H12NO3S overall in a non-equilibrium geometry, with properties calculated with ωB97M-V/def2-TZVPD.

Each line ends with the natural charge from an NBO analysis.
Cartesian coordinates (Å):
C (3.18, 0.46, 1.00)  -0.3029
C (4.12, -0.48, 0.61)  0.1311
C (2.68, -0.47, -1.00)  0.1645
C (2.23, 0.48, -0.04)  -0.4446
C (-2.51, -0.88, 1.23)  -0.4160
C (-2.37, 0.99, 0.00)  0.1412
C (-2.25, -1.07, -1.22)  -0.4414
N (-2.38, -0.24, -0.03)  -0.2255
O (0.10, 1.21, -1.46)  -0.9626
O (-0.08, 1.39, 0.93)  -0.9694
O (3.81, -1.03, -0.55)  -0.3470
S (0.80, 1.56, -0.22)  1.9776
H (2.99, 0.96, 2.00)  0.2676
H (4.90, -0.97, 1.07)  0.2182
H (2.32, -0.80, -1.97)  0.2361
H (-3.18, -0.26, 1.70)  0.2240
H (-2.78, -1.95, 1.09)  0.2352
H (-1.48, -0.88, 1.59)  0.2456
H (-2.36, 1.62, -0.91)  0.2439
H (-2.52, 1.45, 0.94)  0.2190
H (1.12, 2.93, -0.27)  0.0685
H (-1.88, -0.45, -2.08)  0.2592
H (-1.47, -1.77, -1.02)  0.2297
H (-2.98, -1.81, -1.38)  0.2480

HOMO energy: -12.49 eV
Gap between HOMO and LUMO: 9.059 eV
Relative energy (zero: lowest compared OMol25 entry of this formula, charge and spin): 2.87 kcal/mol
E_tot: -25911.1689 eV
Max |F|: 0.072 hartree/bohr
Net charge: +1

Below is an isolated ion of composition C7H12NO5 and charge -1 in a non-equilibrium geometry, with properties calculated with ωB97M-V/def2-TZVPD.

Each line ends with the natural charge from an NBO analysis.
Cartesian coordinates (Å):
C (-1.83, 1.16, 1.82)  0.7550
C (0.25, 1.71, -0.51)  0.7581
C (1.10, -0.33, -2.31)  -0.6135
C (0.16, -2.17, -0.76)  -0.5958
C (-0.75, 0.08, 1.38)  -0.1756
C (0.76, -0.80, -0.83)  -0.2136
C (-0.30, 0.28, -0.32)  0.1873
N (0.51, 0.26, 2.08)  -0.8911
O (-2.79, 1.21, 1.02)  -0.7734
O (-0.17, 2.53, -1.27)  -0.5982
O (-1.62, 1.81, 2.86)  -0.7497
O (1.32, 1.91, 0.26)  -0.7617
O (-1.42, 0.12, -1.06)  -0.7404
H (1.59, 0.53, -2.33)  0.2059
H (0.07, -0.22, -2.77)  0.2359
H (1.71, -1.09, -2.62)  0.1870
H (-0.80, -2.27, -1.08)  0.2205
H (0.78, -2.75, -1.36)  0.1924
H (0.20, -2.54, 0.38)  0.1824
H (-1.01, -1.02, 1.52)  0.1915
H (1.61, -0.71, -0.05)  0.2067
H (0.93, -0.57, 2.47)  0.3612
H (0.40, 0.81, 2.99)  0.4063
H (1.30, 1.37, 1.17)  0.5135
H (-1.99, 0.71, -0.66)  0.5092

HOMO energy: -5.01 eV
Structure (SMILES): CC(C)[C@](O)(C(=O)O)[C@@H](N)C(=O)[O-]
Gap between HOMO and LUMO: 8.343 eV
Relative energy (zero: lowest compared OMol25 entry of this formula, charge and spin): 8.56 kcal/mol
E_tot: -19182.3139 eV
Max |F|: 0.120 hartree/bohr
Net charge: -1